[1]
{"formula": "C5H10", "method": "ωB97M-V/def2-TZVPD", "elements": ["H", "H", "H", "H", "C", "H", "H", "C", "H", "H", "C", "H", "C", "C", "H"], "xyz": [[2.8724, -0.1009, -0.4635], [2.2761, 0.4196, 1.0880], [-1.7409, -1.1262, -0.9897], [-2.6035, -0.7940, 0.6102], [-0.4683, -0.1353, 0.5289], [-1.0234, 1.2418, -1.1223], [1.0130, -1.6306, 0.1560], [1.9881, 0.2905, 0.0374], [-0.4063, -0.0904, 1.6200], [-1.9006, 1.6265, 0.4495], [-1.3354, 0.8864, -0.1526], [1.7826, 1.2809, -0.3674], [0.7824, -0.6237, -0.1398], [-1.7830, -0.5266, -0.0560], [0.5469, -0.7181, -1.1989]], "forces_ev_per_a": [[-0.013, -0.052, -0.144], [-0.230, -0.058, -0.083], [-0.097, 0.395, 0.773], [0.203, 0.163, -0.213], [0.081, 0.012, 0.654], [0.066, 0.082, -0.091], [0.133, -0.546, 0.466], [0.163, 0.038, 0.233], [-0.130, 0.075, -0.291], [0.638, -0.514, -0.417], [-0.474, 0.915, 0.571], [-0.013, 0.057, -0.014], [0.038, 0.539, -0.501], [-0.459, -1.218, -0.639], [0.095, 0.111, -0.303]], "lowdin_charge": [0.065, 0.073, 0.111, 0.098, -0.331, 0.097, 0.103, -0.104, 0.139, 0.108, -0.135, 0.070, -0.251, -0.151, 0.107], "de_lowest_kj_mol": 88.3, "e_lumo_ev": 1.32, "energy_ha": -196.47478, "smiles": "CCC1CC1"}

[2]
{"formula": "C5H10", "method": "ωB97M-V/def2-TZVPD", "elements": ["C", "H", "H", "C", "H", "C", "H", "H", "H", "H", "C", "H", "H", "H", "C"], "xyz": [[-2.2130, -0.3116, -0.0997], [1.6057, 1.8097, -0.3925], [-1.4491, 1.7783, -0.5515], [2.0973, 0.9178, -0.0564], [-0.0752, -1.8756, -0.0020], [1.2513, -0.2405, 0.1162], [-2.6476, -0.4709, -1.1653], [-2.9096, -0.5082, 0.7268], [2.3651, 1.3856, 0.8726], [-0.6509, 0.9058, 0.9597], [-1.5208, 0.9093, 0.2437], [2.9573, 0.7944, -0.6201], [-1.6084, -1.2621, -0.0916], [1.7818, -2.3203, 0.0005], [1.0161, -1.5118, 0.0598]], "forces_ev_per_a": [[-0.681, -2.583, -1.259], [-0.915, 0.154, -1.169], [-0.242, -1.826, 1.733], [-1.025, 0.886, 1.628], [1.817, 0.344, 0.321], [-0.672, 0.074, -0.601], [0.115, 1.113, 1.923], [-0.581, -0.201, -0.539], [0.643, -0.477, 1.120], [-1.412, -0.022, -0.464], [2.555, 2.564, -1.709], [1.765, -0.536, -1.218], [-0.028, 1.000, 0.407], [-0.427, 0.601, 0.044], [-0.912, -1.091, -0.216]], "lowdin_charge": [-0.240, 0.067, 0.080, -0.120, 0.043, -0.136, 0.105, 0.070, 0.075, 0.035, -0.080, 0.054, 0.030, 0.065, -0.050], "de_lowest_kj_mol": 576.0, "e_lumo_ev": [0.70, 0.70], "energy_ha": -196.28903}

[3]
{"formula": "C5H10", "method": "ωB97M-V/def2-TZVPD", "elements": ["H", "H", "H", "H", "H", "C", "C", "C", "H", "C", "H", "H", "H", "C", "H"], "xyz": [[-0.7530, 2.2521, -1.4923], [-2.7643, -0.4607, 0.2722], [-1.5407, 0.5137, -1.5100], [1.6556, 0.2610, 0.9324], [2.2725, -0.0327, -0.6869], [-0.6661, -0.7412, 0.0768], [-1.8900, -0.9869, 0.6138], [-0.4006, 0.2438, -0.9621], [0.1689, -1.3118, 0.4501], [2.4628, -0.1876, 0.3673], [-1.4770, 1.7465, 0.1555], [2.3930, -1.2587, 0.5148], [3.4173, 0.2172, 0.6833], [-1.0932, 1.4705, -0.8171], [-1.7852, -1.7252, 1.4022]], "forces_ev_per_a": [[-0.893, -0.077, -0.309], [-0.386, -0.244, 0.283], [-0.679, 0.874, -0.543], [0.006, 0.259, 0.154], [0.106, 0.299, -0.199], [-1.598, 0.609, 0.434], [2.566, -0.266, -0.148], [0.189, 0.025, -0.045], [0.109, -0.065, -0.114], [-0.237, -0.161, -0.068], [-0.677, 0.162, 0.166], [0.325, -0.220, 0.248], [0.110, -0.081, -0.043], [2.298, -1.089, 0.212], [-1.240, -0.024, -0.030]], "lowdin_charge": [0.079, 0.050, 0.144, 0.009, 0.014, -0.254, 0.003, -0.177, 0.065, -0.055, 0.081, 0.018, 0.021, -0.049, 0.051], "de_lowest_kj_mol": 506.2, "e_lumo_ev": 0.54, "energy_ha": -196.31560}

[4]
{"formula": "C5H10", "method": "ωB97M-V/def2-TZVPD", "elements": ["H", "H", "H", "C", "H", "C", "H", "C", "H", "C", "H", "H", "H", "H", "C"], "xyz": [[-1.9415, 1.3748, 2.4505], [2.1487, -0.4616, 0.0691], [-2.4420, -0.3646, 2.7042], [-0.3754, 0.3048, -2.0726], [-0.0274, -1.1447, 1.8923], [1.8766, -0.2552, -0.9948], [0.1072, 1.1735, -2.5297], [-1.6286, 0.3535, 2.2870], [0.2260, 0.4738, 1.1396], [0.3374, -0.3372, -1.1134], [2.3121, -0.9767, -1.6285], [-0.1311, -0.9545, -0.3707], [-1.5148, 0.2744, -2.2503], [2.2295, 0.6975, -1.2836], [-0.3711, -0.0812, 1.8617]], "forces_ev_per_a": [[0.284, 0.297, -0.873], [0.077, 0.169, -0.875], [1.923, 0.981, -0.510], [-0.739, 0.467, 1.312], [-0.835, 0.828, 0.189], [-2.129, -0.123, 1.835], [0.037, -0.588, -0.562], [1.475, -2.660, 0.591], [0.137, 0.724, 1.012], [0.077, 0.725, -1.581], [0.591, -1.001, -0.615], [-0.339, -0.623, -0.311], [2.023, -0.297, 0.648], [0.450, 1.132, -0.271], [-3.031, -0.032, 0.008]], "lowdin_charge": [0.026, 0.076, 0.069, -0.021, 0.060, -0.096, 0.046, -0.059, 0.017, -0.255, 0.052, 0.047, 0.078, 0.053, -0.094], "de_lowest_kj_mol": 280.9, "e_lumo_ev": 1.05, "energy_ha": -196.40141, "smiles": "C=CC.C=C"}

[5]
{"formula": "C5H10", "method": "ωB97M-V/def2-TZVPD", "elements": ["C", "H", "H", "C", "C", "H", "H", "H", "H", "H", "H", "C", "H", "H", "C"], "xyz": [[1.1159, 0.6214, 0.4783], [0.0563, -1.8199, -1.7063], [1.6863, 0.7262, 1.3970], [0.1922, -0.8210, -1.2972], [1.0602, -0.6559, -0.2236], [0.0169, -0.0012, -1.9872], [0.9389, 1.5276, -0.0928], [1.3688, -1.5206, 0.3627], [-1.0098, 1.6232, 1.2879], [-1.9440, 0.7066, -0.8178], [-0.8573, -0.0862, 1.9588], [-1.0201, 0.5556, 1.0954], [-2.0278, -0.9635, -0.0533], [2.0850, 0.0543, -0.3660], [-1.6063, 0.0333, -0.0333]], "forces_ev_per_a": [[-0.317, 0.098, 0.241], [-0.039, 0.209, 0.061], [-0.073, -0.096, -0.147], [0.108, 0.035, 0.004], [0.215, 0.013, -0.050], [0.038, -0.089, 0.148], [0.073, -0.157, 0.036], [-0.109, 0.133, -0.104], [-0.068, -0.107, -0.051], [-0.038, -0.151, 0.124], [-0.087, 0.160, -0.071], [0.027, -0.013, -0.081], [0.049, 0.111, 0.050], [0.177, -0.158, -0.201], [0.042, 0.013, 0.040]], "lowdin_charge": [-0.101, 0.061, 0.089, -0.064, -0.383, 0.067, 0.090, 0.123, 0.061, 0.062, 0.068, -0.160, 0.056, 0.162, -0.130], "de_lowest_kj_mol": 492.6, "e_lumo_ev": 1.17, "energy_ha": -196.32076}

[6]
{"formula": "C5H10BF4N2O4V", "method": "ωB97M-V/def2-TZVPD", "elements": ["H", "C", "H", "F", "H", "F", "F", "H", "H", "H", "O", "N", "O", "V", "C", "H", "H", "O", "H", "B", "C", "F", "H", "O", "C", "N", "C"], "xyz": [[2.3905, 2.8507, -2.0639], [-2.1580, -0.5707, 1.4025], [-3.4613, 1.0071, 0.7099], [0.2162, -2.6374, -1.4328], [2.2350, 1.6372, -0.0705], [-0.1326, -0.4159, -1.9951], [1.3276, -1.7640, -3.2517], [-1.3615, 2.0446, 0.6370], [0.8309, 2.1258, -2.5148], [2.2691, 1.0947, -2.4075], [2.0884, -1.2403, 3.1499], [-1.4601, 1.2878, -0.0337], [1.4309, 1.7336, -0.6018], [0.2665, 0.0308, 0.0278], [-2.6194, 0.4268, 0.3410], [-2.9245, -0.1226, -0.5494], [-1.6074, 1.7212, -0.9395], [-2.8750, -0.9188, 2.3134], [0.1533, -2.6598, 1.8720], [0.8303, -1.5808, -2.0203], [-0.0889, -1.6462, 2.1947], [1.8020, -1.0101, -1.0736], [-0.6236, -1.7122, 3.1425], [1.3395, 0.2033, 1.5886], [1.2336, -0.8895, 2.3910], [-0.8677, -0.9589, 1.1720], [1.7662, 1.9635, -1.9878]], "forces_ev_per_a": [[0.010, 0.006, -0.023], [0.147, -0.060, 0.028], [-0.023, -0.027, 0.037], [0.003, -0.034, -0.056], [-0.012, 0.054, 0.028], [-0.128, -0.121, 0.091], [0.094, 0.150, 0.008], [0.032, -0.016, 0.023], [0.001, 0.008, -0.007], [0.032, 0.022, -0.021], [-0.005, -0.053, 0.143], [-0.115, -0.127, 0.112], [0.004, -0.057, 0.004], [0.225, 0.386, -0.630], [0.119, 0.083, -0.107], [-0.051, -0.017, 0.015], [-0.003, -0.022, -0.023], [-0.021, -0.033, 0.003], [0.020, -0.031, 0.068], [-0.083, 0.151, 0.106], [-0.260, 0.008, -0.029], [-0.124, -0.239, 0.075], [-0.009, 0.025, 0.010], [-0.100, -0.725, 0.269], [0.066, 0.726, -0.478], [0.160, -0.028, 0.239], [0.024, -0.028, 0.116]], "mulliken_spin": [0.000, 0.030, 0.000, 0.002, 0.001, -0.004, 0.000, 0.008, -0.001, 0.001, 0.006, -0.020, -0.005, 2.020, -0.026, 0.001, 0.005, -0.010, -0.007, 0.005, 0.005, 0.000, 0.002, -0.018, 0.018, -0.017, 0.003], "de_lowest_kj_mol": 0.0, "e_lumo_ev": [-0.62, -0.30], "energy_ha": -1975.65888, "multiplicity": 3, "s_squared": 2.014}